{
  "formula": "C33H78N2O7P",
  "method": "wB97M-V/def2-TZVPD",
  "charge": 1,
  "multiplicity": 1,
  "orbital_gap_ha": 0.3263,
  "e_above_lowest_kj_mol": 58.0,
  "e_tot_ha": -2281.26459,
  "fmax_ev_per_a": 2.158,
  "e_lumo_ha": -0.0788,
  "elements": ["C", "C", "O", "C", "C", "C", "C", "C", "N", "C", "O", "C", "C", "O", "C", "C", "C", "C", "C", "C", "C", "P", "N", "H", "H", "H", "H", "H", "H", "H", "H", "H", "H", "H", "H", "H", "H", "H", "H", "H", "H", "H", "H", "H", "H", "H", "H", "H", "H", "H", "H", "H", "H", "H", "H", "H", "H", "H", "H", "H", "H", "C", "C", "O", "C", "C", "H", "H", "H", "H", "H", "H", "H", "H", "H", "H", "C", "C", "O", "C", "C", "H", "H", "H", "H", "H", "H", "H", "H", "H", "H", "C", "C", "O", "C", "C", "H", "H", "H", "H", "H", "H", "H", "H", "H", "H", "C", "C", "O", "C", "C", "H", "H", "H", "H", "H", "H", "H", "H", "H", "H"],
  "coordinates": [[-3.095, -4.393, -3.261], [-1.724, -4.256, -2.653], [-0.902, -3.357, -3.392], [0.225, -3.921, -4.035], [1.505, -3.375, -3.422], [1.486, -3.411, -1.884], [1.691, -1.993, -1.345], [2.077, -1.930, 0.134], [1.013, -1.282, 1.034], [0.952, 0.140, 0.579], [-0.218, 0.357, -0.130], [-0.172, 1.523, -0.937], [-0.532, 2.808, -0.182], [-1.853, 3.210, -0.484], [-1.943, 4.076, -1.608], [-1.958, 5.542, -1.155], [-0.220, -2.102, 0.802], [-1.137, -2.215, 1.998], [-0.396, -2.918, 3.154], [1.149, -2.869, 2.986], [1.514, -1.480, 2.430], [0.946, -0.245, 3.712], [-0.346, 0.588, 3.350], [-3.768, -4.732, -2.479], [-3.464, -3.434, -3.598], [-3.124, -5.115, -4.069], [-1.257, -5.223, -2.485], [-1.869, -3.811, -1.665], [0.207, -3.594, -5.073], [0.216, -5.009, -4.058], [1.555, -2.338, -3.737], [2.387, -3.854, -3.832], [2.304, -4.034, -1.540], [0.522, -3.777, -1.555], [0.822, -1.393, -1.596], [2.516, -1.564, -1.902], [3.014, -1.411, 0.271], [2.254, -2.939, 0.478], [1.014, 0.838, 1.408], [1.808, 0.372, -0.050], [0.778, 1.631, -1.469], [-0.937, 1.395, -1.689], [-0.418, 2.690, 0.892], [0.141, 3.602, -0.507], [-2.873, 3.885, -2.128], [-1.131, 3.902, -2.313], [-2.510, 6.173, -1.835], [-0.934, 5.886, -1.044], [-2.398, 5.537, -0.167], [-0.788, -1.783, -0.060], [0.087, -3.109, 0.568], [-1.933, -2.868, 1.666], [-1.599, -1.279, 2.287], [-0.678, -3.964, 3.121], [-0.693, -2.577, 4.137], [1.410, -3.668, 2.304], [1.636, -2.982, 3.944], [2.597, -1.429, 2.421], [2.076, 0.560, 3.964], [0.702, -0.963, 4.894], [-0.118, 1.578, 3.342], [0.996, -8.742, 6.378], [-0.230, -8.171, 5.688], [-0.122, -6.789, 5.374], [0.923, -6.432, 4.498], [0.826, -7.075, 3.123], [1.245, -8.156, 7.263], [0.809, -9.772, 6.680], [1.869, -8.744, 5.724], [-1.089, -8.247, 6.353], [-0.476, -8.748, 4.790], [1.898, -6.639, 4.955], [0.851, -5.347, 4.391], [0.956, -8.156, 3.170], [1.602, -6.679, 2.464], [-0.151, -6.880, 2.678], [0.479, 10.559, -1.752], [-0.591, 9.634, -2.308], [-1.332, 8.949, -1.315], [-2.061, 9.762, -0.411], [-3.114, 10.632, -1.077], [1.138, 10.017, -1.073], [1.075, 10.975, -2.565], [0.046, 11.394, -1.199], [-0.117, 8.854, -2.906], [-1.263, 10.179, -2.980], [-1.379, 10.372, 0.190], [-2.549, 9.067, 0.274], [-2.667, 11.387, -1.726], [-3.703, 11.152, -0.322], [-3.782, 10.024, -1.687], [-5.194, -1.997, -7.989], [-5.655, -1.745, -6.564], [-4.625, -1.865, -5.597], [-3.534, -0.974, -5.733], [-3.920, 0.493, -5.631], [-4.694, -2.963, -8.064], [-6.047, -1.989, -8.666], [-4.493, -1.233, -8.331], [-6.398, -2.493, -6.288], [-6.146, -0.769, -6.481], [-2.996, -1.168, -6.668], [-2.851, -1.225, -4.920], [-4.553, 0.806, -6.462], [-3.026, 1.118, -5.643], [-4.469, 0.681, -4.708], [5.272, 2.226, 2.334], [4.443, 2.742, 3.499], [4.515, 1.931, 4.656], [5.806, 1.784, 5.233], [6.425, 3.092, 5.691], [5.014, 1.188, 2.109], [5.095, 2.834, 1.446], [6.340, 2.259, 2.549], [3.389, 2.749, 3.211], [4.708, 3.777, 3.735], [6.475, 1.258, 4.544], [5.665, 1.131, 6.094], [6.644, 3.756, 4.853], [7.363, 2.900, 6.212], [5.750, 3.620, 6.365]],
  "forces_ev_per_a": [[-0.08, -0.30, 0.18], [-0.37, 0.64, 0.32], [0.16, -0.49, 0.06], [0.29, 0.26, -0.54], [-0.45, 0.20, 0.33], [0.36, 0.56, -0.49], [0.28, -0.13, -0.05], [-0.18, -0.27, -0.40], [1.17, -1.02, -0.87], [-0.50, 1.56, -0.30], [0.22, -0.52, 0.02], [-0.33, 0.58, -0.02], [-0.08, 0.33, -0.76], [0.09, -0.42, 0.28], [-0.33, 0.87, 0.07], [0.67, -0.97, 0.14], [-1.46, -0.33, 0.24], [0.24, -0.10, 0.36], [0.26, -0.57, -0.17], [-1.59, 0.77, -0.49], [0.31, -0.57, 1.38], [-1.26, 1.75, 0.03], [0.68, -0.23, -0.05], [-0.22, -0.20, 0.04], [-0.04, 0.22, -0.22], [-0.02, 0.01, -0.26], [0.28, -0.16, -0.20], [0.17, 0.11, 0.18], [-0.11, -0.07, -0.22], [-0.23, -0.20, 0.29], [0.10, 0.29, -0.07], [0.08, -0.24, -0.09], [-0.05, -0.33, 0.29], [-0.02, -0.35, 0.26], [-0.16, 0.16, 0.11], [0.20, 0.20, -0.12], [0.06, 0.49, 0.20], [-0.20, -0.22, 0.38], [-0.09, -0.34, 0.49], [0.28, -0.43, -0.23], [0.27, -0.28, 0.21], [-0.20, -0.17, -0.18], [-0.17, -0.12, 0.18], [0.28, 0.11, 0.13], [-0.22, -0.45, 0.02], [0.14, -0.18, -0.12], [-0.01, 0.27, -0.12], [0.04, 0.41, -0.04], [-0.37, 0.29, 0.17], [0.30, 0.57, -0.14], [0.54, -0.22, -0.07], [-0.32, -0.07, -0.07], [0.18, 0.30, 0.00], [-0.05, -0.27, 0.19], [-0.17, 0.31, 0.12], [0.57, -0.12, 0.03], [0.29, -0.25, 0.10], [0.26, 0.35, -0.30], [0.26, -0.46, 0.10], [0.64, -0.50, -0.23], [-0.34, 0.03, -0.04], [0.11, 0.12, -0.10], [0.00, -0.15, 0.07], [-0.13, 0.16, 0.02], [0.07, -0.04, -0.06], [-0.05, -0.06, 0.03], [-0.04, -0.02, 0.03], [-0.02, 0.00, 0.01], [-0.01, -0.06, -0.01], [-0.02, 0.10, -0.02], [0.05, 0.00, -0.02], [0.02, -0.04, -0.05], [-0.04, 0.00, 0.10], [0.06, 0.00, -0.02], [0.01, 0.00, 0.01], [0.00, 0.03, 0.00], [-0.09, 0.05, 0.12], [0.07, 0.06, -0.07], [0.01, -0.19, 0.01], [-0.08, 0.09, 0.06], [0.09, 0.02, -0.13], [0.02, -0.02, -0.04], [0.00, -0.02, -0.01], [0.01, 0.03, -0.05], [-0.05, -0.06, 0.04], [0.01, 0.05, 0.02], [-0.01, 0.04, -0.03], [0.05, -0.07, -0.03], [-0.01, 0.04, 0.05], [-0.01, -0.02, 0.02], [-0.03, -0.02, 0.04], [0.15, 0.08, 0.03], [-0.09, -0.01, -0.10], [0.03, -0.11, 0.17], [0.07, 0.07, 0.00], [-0.13, -0.01, -0.06], [-0.05, -0.03, 0.00], [-0.02, -0.02, 0.01], [-0.05, 0.02, -0.03], [0.04, -0.01, 0.08], [0.03, 0.02, -0.04], [-0.02, 0.04, -0.02], [-0.04, -0.09, 0.00], [0.05, 0.02, -0.02], [0.02, -0.01, 0.01], [0.03, -0.01, 0.03], [0.08, -0.02, 0.07], [0.02, 0.01, -0.09], [-0.24, -0.16, -0.04], [0.16, 0.03, 0.11], [-0.09, 0.09, -0.13], [-0.02, 0.01, -0.01], [-0.01, 0.00, 0.00], [0.01, 0.04, -0.03], [-0.03, 0.00, 0.10], [0.04, 0.00, -0.03], [0.01, 0.04, -0.02], [-0.10, -0.02, -0.03], [0.06, -0.02, 0.01], [-0.01, -0.02, 0.02], [0.01, -0.03, 0.04]],
  "lowdin_charge": [-0.05, -0.29, -0.15, -0.22, -0.16, -0.17, -0.16, -0.10, -0.13, -0.18, -0.10, -0.14, -0.17, -0.15, -0.27, -0.06, -0.11, -0.14, -0.18, -0.18, -0.34, 0.82, -0.27, 0.08, 0.07, 0.08, 0.12, 0.10, 0.12, 0.13, 0.11, 0.12, 0.12, 0.09, 0.12, 0.12, 0.13, 0.12, 0.10, 0.14, 0.13, 0.14, 0.12, 0.12, 0.11, 0.11, 0.07, 0.07, 0.08, 0.14, 0.13, 0.12, 0.10, 0.10, 0.10, 0.11, 0.11, 0.12, 0.01, 0.03, -0.02, -0.08, -0.27, -0.16, -0.29, -0.08, 0.08, 0.08, 0.07, 0.12, 0.11, 0.11, 0.09, 0.07, 0.07, 0.08, -0.08, -0.28, -0.18, -0.28, -0.08, 0.08, 0.08, 0.07, 0.12, 0.11, 0.11, 0.12, 0.07, 0.08, 0.08, -0.08, -0.28, -0.17, -0.28, -0.08, 0.08, 0.08, 0.07, 0.12, 0.11, 0.11, 0.11, 0.07, 0.07, 0.08, -0.08, -0.29, -0.19, -0.28, -0.07, 0.07, 0.08, 0.07, 0.10, 0.11, 0.11, 0.12, 0.07, 0.08, 0.09]
}